{"formula": "C22H45Br20O3S", "method": "wB97M-V/def2-TZVPD", "species": ["C", "C", "S", "O", "O", "O", "H", "H", "H", "H", "H", "Br", "C", "C", "Br", "H", "H", "H", "H", "Br", "C", "C", "Br", "H", "H", "H", "H", "Br", "C", "C", "Br", "H", "H", "H", "H", "Br", "C", "C", "Br", "H", "H", "H", "H", "Br", "C", "C", "Br", "H", "H", "H", "H", "Br", "C", "C", "Br", "H", "H", "H", "H", "Br", "C", "C", "Br", "H", "H", "H", "H", "Br", "C", "C", "Br", "H", "H", "H", "H", "Br", "C", "C", "Br", "H", "H", "H", "H", "Br", "C", "C", "Br", "H", "H", "H", "H"], "coordinates": [[1.8515, -6.2771, -1.1683], [3.0531, -6.0832, -0.2241], [2.6204, -5.1060, 1.2469], [1.1833, -5.1550, 1.4963], [3.3861, -5.6969, 2.3325], [3.0514, -3.7673, 0.9400], [1.0500, -5.5620, -0.9770], [2.1390, -6.1430, -2.2135], [1.4358, -7.2678, -1.0010], [3.4930, -7.0232, 0.0969], [3.8099, -5.5166, -0.7648], [1.7350, -2.7366, -3.9181], [1.8551, -2.6017, -1.9675], [0.5608, -2.1386, -1.3706], [0.3108, -0.2243, -1.6534], [2.6860, -1.9404, -1.7503], [2.0931, -3.6014, -1.6162], [0.5718, -2.2806, -0.2907], [-0.3097, -2.6353, -1.7896], [2.1660, 3.2496, 2.4587], [0.3924, 2.6419, 1.9165], [-0.0456, 1.4451, 2.7163], [0.8422, -0.1757, 2.1273], [0.4401, 2.4467, 0.8495], [-0.2679, 3.4880, 2.1004], [-1.1084, 1.2637, 2.5682], [0.1579, 1.5510, 3.7776], [-2.8330, -4.2566, -2.7346], [-3.9251, -2.7285, -3.2406], [-3.3744, -1.4401, -2.6967], [-3.7497, -1.2520, -0.7936], [-4.9289, -2.9329, -2.8922], [-3.9138, -2.7173, -4.3292], [-3.8533, -0.5846, -3.1701], [-2.2971, -1.3587, -2.8141], [-1.4046, 4.2546, 5.7406], [-0.2933, 5.7970, 5.3165], [1.1671, 5.4410, 5.3170], [1.8583, 5.2716, 7.1306], [-0.5412, 6.5719, 6.0338], [-0.6108, 6.1116, 4.3246], [1.7539, 6.2354, 4.8608], [1.3685, 4.5037, 4.8100], [-6.9991, -0.9602, -2.9420], [-6.6526, 0.6504, -1.9054], [-7.4090, 1.8309, -2.4511], [-6.5824, 2.5239, -4.0706], [-5.5778, 0.7975, -1.9042], [-6.9823, 0.4165, -0.8956], [-7.3874, 2.6551, -1.7415], [-8.4384, 1.5944, -2.7000], [-2.1781, 8.7851, 7.1356], [-1.1114, 8.0093, 8.5708], [-1.0943, 8.8920, 9.7888], [0.0860, 10.4209, 9.5524], [-0.1206, 7.8276, 8.1654], [-1.5870, 7.0570, 8.7973], [-0.6950, 8.3503, 10.6434], [-2.0743, 9.2869, 10.0358], [4.4318, 2.2144, -1.5619], [4.7711, 3.8327, -0.5431], [4.0104, 5.0069, -1.0948], [4.8305, 5.7000, -2.7208], [5.8457, 3.9855, -0.5424], [4.4370, 3.6093, 0.4672], [4.0280, 5.8369, -0.3915], [2.9819, 4.7656, -1.3421], [7.5393, 7.9277, -5.8066], [7.1886, 6.0231, -5.6046], [8.3592, 5.1944, -6.0579], [8.4722, 5.1083, -7.9994], [6.2790, 5.8106, -6.1566], [7.0089, 5.8776, -4.5417], [8.2420, 4.1632, -5.7319], [9.3097, 5.5806, -5.7048], [2.2919, -10.8647, -0.5044], [2.4936, -10.6008, 1.4158], [1.2352, -10.0559, 2.0370], [1.0197, -8.1640, 1.6573], [3.3456, -9.9426, 1.5543], [2.7275, -11.5862, 1.8153], [1.2895, -10.1297, 3.1218], [0.3401, -10.5602, 1.6850], [-6.3133, -6.4503, -3.9979], [-7.3660, -4.8241, -3.8338], [-8.1871, -4.5585, -5.0658], [-7.0924, -3.8645, -6.5172], [-6.6702, -4.0213, -3.6136], [-8.0117, -4.9877, -2.9735], [-8.9276, -3.7852, -4.8704], [-8.6824, -5.4481, -5.4409]], "lowdin_charge": [-0.167, -0.313, 0.298, -0.439, -0.401, -0.382, 0.056, 0.062, 0.015, 0.062, 0.079, 0.570, -0.671, -0.661, 0.564, 0.056, 0.026, 0.049, 0.011, 0.663, -0.661, -0.705, 0.665, 0.044, 0.051, 0.060, 0.040, 0.638, -0.725, -0.681, 0.624, -0.025, 0.064, 0.044, 0.015, 0.605, -0.692, -0.706, 0.609, -0.011, 0.061, 0.061, -0.027, 0.668, -0.697, -0.697, 0.607, 0.012, 0.062, 0.058, 0.047, 0.617, -0.699, -0.698, 0.602, 0.028, 0.064, 0.058, 0.049, 0.621, -0.711, -0.694, 0.637, 0.049, 0.005, 0.056, 0.050, 0.594, -0.718, -0.697, 0.596, 0.053, -0.009, 0.060, 0.049, 0.583, -0.697, -0.695, 0.796, 0.052, 0.049, 0.053, 0.042, 0.618, -0.708, -0.695, 0.599, -0.002, 0.062, 0.054, 0.048], "de_lowest_ev": 0.382, "total_energy_ev": -1441375.1808, "total_charge": -1, "homo_lumo_gap_ev": 6.68, "mol_weight_g_mol": 1987.7, "lumo_energy_ev": 1.4, "max_force_ev_per_a": 1.85}



{"formula": "C22H45CeN2P3SSe", "method": "wB97M-V/def2-TZVPD", "species": ["Ce", "P", "P", "P", "H", "C", "C", "H", "C", "C", "C", "C", "C", "C", "C", "C", "C", "H", "H", "H", "H", "H", "H", "H", "H", "H", "H", "H", "H", "H", "H", "H", "H", "H", "H", "H", "H", "H", "H", "H", "H", "H", "H", "H", "H", "H", "C", "C", "C", "C", "C", "C", "S", "H", "H", "H", "H", "H", "H", "C", "N", "C", "C", "N", "C", "C", "Se", "H", "H", "H", "H", "H", "H", "H", "H"], "coordinates": [[0.4101, -0.8086, -0.0227], [-0.5494, 1.5688, 1.4871], [-2.6076, -0.6336, -0.2576], [2.6999, 1.2183, 0.2173], [0.5592, -2.1174, -7.1369], [1.5713, -2.3659, -6.7920], [1.8410, -3.3479, -5.9228], [1.0983, -3.8734, -5.3203], [-1.0004, 2.9430, 0.3546], [-2.0550, 1.4944, 2.5212], [0.5196, 2.4544, 2.6805], [-2.6716, -1.9379, -1.5396], [-4.1438, -1.0258, 0.6491], [-3.2424, 0.7843, -1.2410], [3.9534, 0.7334, -1.0301], [3.8636, 1.6529, 1.5669], [2.3510, 2.9103, -0.4258], [2.4041, -1.8233, -7.2624], [2.8768, -3.6848, -5.8237], [-1.3174, 3.8036, 0.9578], [-1.8170, 2.6609, -0.3155], [-0.1588, 3.2437, -0.2758], [-2.3123, 2.5223, 2.8109], [-1.8536, 0.9068, 3.4240], [-2.8981, 1.0364, 1.9907], [-0.0367, 3.3208, 3.0615], [1.4558, 2.7959, 2.2278], [0.7658, 1.7920, 3.5176], [-3.7256, -2.1804, -1.7081], [-2.1301, -2.8333, -1.2040], [-2.2281, -1.5776, -2.4726], [-4.9556, -0.3792, 0.2881], [-4.0072, -0.8916, 1.7293], [-4.4086, -2.0704, 0.4463], [-4.2131, 0.4978, -1.6653], [-2.5439, 1.0335, -2.0490], [-3.3943, 1.6593, -0.5971], [4.7145, 1.5247, -1.0459], [3.4938, 0.6077, -2.0177], [4.4104, -0.2204, -0.7384], [4.7817, 2.0476, 1.1108], [4.1111, 0.7495, 2.1387], [3.4607, 2.4035, 2.2575], [3.2929, 3.3720, -0.7502], [1.8926, 3.5553, 0.3311], [1.6774, 2.8443, -1.2874], [0.7154, -1.4935, -3.5316], [0.9553, -0.2800, -4.2083], [-0.0274, 0.2407, -5.0495], [-1.2322, -0.4490, -5.2414], [-1.3956, -1.7415, -4.7157], [-0.4265, -2.2690, -3.8672], [1.7768, -1.9916, -2.2803], [0.3232, 0.3237, -1.5047], [1.8881, 0.2560, -4.0162], [0.1705, 1.1734, -5.5833], [-2.0326, 0.0149, -5.8197], [-2.2919, -2.3152, -4.9434], [-0.5211, -3.2654, -3.4234], [2.5834, -0.6516, 4.3852], [1.1845, -0.6064, 4.7766], [0.6961, 0.0161, 5.9158], [-0.6290, -0.2622, 5.9915], [-0.9479, -1.0523, 4.8968], [-2.2368, -1.6874, 4.6859], [0.1584, -1.2115, 4.0955], [0.2682, -2.1548, 2.4946], [3.2071, -0.8318, 5.2697], [2.8982, 0.2976, 3.9338], [2.7208, -1.4611, 3.6610], [1.3326, 0.5811, 6.5755], [-1.3653, 0.0161, 6.7260], [-2.5556, -2.1963, 5.6034], [-3.0026, -0.9477, 4.4286], [-2.1486, -2.4172, 3.8777]], "lowdin_charge": [0.228, 0.734, 0.764, 0.760, 0.087, 0.041, 0.026, 0.065, -0.212, -0.221, -0.223, -0.254, -0.212, -0.246, -0.259, -0.230, -0.245, 0.099, 0.097, 0.085, 0.019, 0.026, 0.082, 0.033, 0.022, 0.084, 0.007, 0.040, 0.082, 0.064, 0.009, 0.079, 0.037, 0.069, 0.076, 0.049, 0.047, 0.072, 0.024, 0.064, 0.077, 0.044, 0.053, 0.079, 0.045, 0.045, -0.643, -0.040, 0.010, 0.072, -0.008, -0.090, 0.873, -0.068, 0.135, 0.150, 0.158, 0.152, 0.142, 0.002, -0.110, 0.021, 0.025, -0.113, 0.001, -0.586, 0.815, 0.129, 0.080, 0.073, 0.155, 0.157, 0.127, 0.100, 0.069], "de_lowest_ev": 0.000, "total_energy_ev": -143457.1355, "total_charge": 4, "homo_lumo_gap_ev": [3.55, 3.55], "mol_weight_g_mol": 681.7, "lumo_energy_ev": [-15.7, -15.7], "max_force_ev_per_a": 3.10}



{"formula": "C22H45Cl10O3P", "method": "wB97M-V/def2-TZVPD", "species": ["C", "C", "C", "C", "C", "C", "C", "C", "C", "C", "C", "O", "C", "O", "P", "O", "H", "H", "H", "H", "H", "H", "H", "H", "H", "H", "H", "H", "H", "H", "H", "H", "H", "H", "H", "H", "H", "H", "H", "H", "H", "Cl", "C", "C", "Cl", "H", "H", "H", "H", "Cl", "C", "C", "Cl", "H", "H", "H", "H", "Cl", "C", "C", "Cl", "H", "H", "H", "H", "Cl", "C", "C", "Cl", "H", "H", "H", "H", "Cl", "C", "C", "Cl", "H", "H", "H", "H"], "coordinates": [[3.8082, 2.2253, -0.3622], [3.4896, 0.6968, -0.7266], [2.2708, 0.0540, 0.1653], [2.2845, -1.5324, -0.1825], [1.8638, -2.4749, 1.0481], [0.5784, -3.3965, 0.6232], [-0.2736, -3.6297, 1.9584], [-1.7604, -4.1947, 1.7337], [-2.4213, -3.8331, 0.3213], [-2.8820, -2.3075, 0.1595], [-4.2479, -2.0743, 1.0029], [-1.9151, -1.3175, 0.6353], [-1.9682, -0.0979, -0.0948], [-2.5652, 0.8643, 0.4542], [-3.3397, -2.0886, -1.6909], [-4.4728, -3.1234, -2.0172], [2.8888, 2.7111, 0.1050], [4.7252, 2.3120, 0.3333], [4.0882, 2.8115, -1.3198], [3.2636, 0.5542, -1.8498], [4.4119, 0.0396, -0.5052], [1.3036, 0.5212, -0.2673], [2.3814, 0.2762, 1.2769], [3.3334, -1.8443, -0.5549], [1.5981, -1.6428, -1.1077], [1.4935, -1.7902, 1.8989], [2.7241, -3.0967, 1.4634], [1.0346, -4.3906, 0.2543], [0.0475, -2.8094, -0.1941], [0.3029, -4.3994, 2.6021], [-0.3528, -2.6921, 2.6305], [-2.4264, -3.8499, 2.6134], [-1.7506, -5.3502, 1.8045], [-1.7674, -4.1702, -0.5711], [-3.3811, -4.4721, 0.2376], [-5.0186, -1.6511, 0.2755], [-4.6253, -3.0849, 1.3675], [-4.0241, -1.3301, 1.8507], [-1.4327, -0.0165, -1.1006], [-2.2362, -2.4102, -2.5392], [-3.9218, -0.7892, -1.9540], [1.2286, 2.8001, -2.4148], [1.3496, 4.2251, -3.4746], [2.7373, 4.3815, -4.0611], [3.9438, 4.8228, -2.8248], [1.0557, 5.1049, -2.8971], [0.6212, 4.0860, -4.2767], [2.7374, 5.1826, -4.8034], [3.0727, 3.4652, -4.5501], [0.8739, 7.2287, -2.4881], [0.9758, 8.2653, -1.0425], [0.4191, 7.5825, 0.1908], [-1.3467, 7.3686, 0.1007], [0.4518, 9.1982, -1.2563], [2.0328, 8.4957, -0.8929], [0.6194, 8.1931, 1.0737], [0.8722, 6.6017, 0.3457], [-3.1949, -1.9939, -4.1572], [-3.2758, -3.2542, -5.4157], [-3.5795, -2.6791, -6.7854], [-5.2391, -2.0434, -6.8940], [-4.0253, -3.9873, -5.1116], [-2.3023, -3.7489, -5.4294], [-3.4896, -3.4609, -7.5427], [-2.8902, -1.8737, -7.0447], [-5.5958, -2.0721, 4.6923], [-4.0510, -2.3917, 5.5191], [-3.0723, -1.2444, 5.3662], [-2.4874, -1.0801, 3.6920], [-3.6417, -3.3235, 5.1250], [-4.2829, -2.5420, 6.5756], [-2.1950, -1.4203, 5.9924], [-3.5177, -0.2939, 5.6647], [5.7541, 2.8579, 2.9104], [5.2683, 1.5401, 4.0054], [5.7818, 0.1908, 3.5425], [4.9834, -0.3603, 2.0472], [4.1800, 1.5494, 4.0856], [5.6838, 1.7766, 4.9872], [5.5776, -0.5637, 4.3052], [6.8582, 0.2111, 3.3639]], "lowdin_charge": [-0.181, -0.306, -0.231, -0.222, -0.201, -0.199, -0.219, -0.190, -0.180, -0.529, -0.069, -0.149, -0.274, 0.050, 0.615, -0.520, 0.064, 0.027, -0.006, 0.098, 0.054, 0.087, 0.077, 0.103, 0.107, 0.100, 0.106, 0.122, 0.082, 0.117, 0.074, 0.090, 0.115, 0.114, 0.124, 0.077, 0.090, 0.020, 0.154, -0.051, 0.046, 0.593, -0.683, -0.640, 0.570, -0.063, 0.077, 0.072, 0.070, 0.623, -0.630, -0.659, 0.543, 0.070, 0.076, 0.073, 0.072, 0.643, -0.565, -0.662, 0.547, 0.085, 0.083, 0.073, 0.068, 0.551, -0.657, -0.631, 0.656, 0.064, 0.071, 0.072, 0.071, 0.558, -0.653, -0.641, 0.638, 0.071, 0.071, 0.072, 0.069], "total_energy_ev": -164195.2205, "homo_lumo_gap_ev": 9.58, "mol_weight_g_mol": 743.1, "lumo_energy_ev": 0.4, "max_force_ev_per_a": 5.49}



{"formula": "C22H45CoN2P3Se2", "method": "wB97M-V/def2-TZVPD", "species": ["Co", "P", "P", "P", "H", "C", "C", "H", "C", "C", "C", "C", "C", "C", "C", "C", "C", "H", "H", "H", "H", "H", "H", "H", "H", "H", "H", "H", "H", "H", "H", "H", "H", "H", "H", "H", "H", "H", "H", "H", "H", "H", "H", "H", "H", "H", "C", "C", "C", "C", "C", "C", "Se", "H", "H", "H", "H", "H", "H", "C", "N", "C", "C", "N", "C", "C", "Se", "H", "H", "H", "H", "H", "H", "H", "H"], "coordinates": [[0.0451, -0.0849, 0.4775], [1.5298, 1.0573, 1.6596], [-1.2452, 1.7622, -0.1287], [1.0023, -2.2132, 0.8694], [-0.1941, 0.2281, -2.1891], [-0.1202, -0.6689, -1.5609], [-1.2947, -1.2216, -0.9821], [-2.2566, -0.7218, -1.0725], [2.9155, 1.5915, 0.6233], [0.9608, 2.5807, 2.4897], [2.3378, 0.2337, 3.0807], [-2.5867, 1.6199, -1.3689], [-2.1367, 2.8062, 1.0756], [-0.1193, 2.9119, -1.0106], [0.4207, -3.6885, -0.0457], [1.1129, -2.9616, 2.5373], [2.7317, -2.1203, 0.2799], [0.7389, -1.3101, -1.7816], [-1.3540, -2.2986, -0.7931], [3.6240, 2.1419, 1.2612], [2.5406, 2.2459, -0.1788], [3.4074, 0.7046, 0.1919], [1.8375, 2.9970, 3.0070], [0.1813, 2.3438, 3.2296], [0.5831, 3.3156, 1.7690], [3.0460, 0.9661, 3.4955], [2.8910, -0.6616, 2.7723], [1.5965, -0.0290, 3.8502], [-2.8812, 2.6389, -1.6572], [-3.4576, 1.1140, -0.9318], [-2.2567, 1.0753, -2.2604], [-2.2647, 3.8071, 0.6360], [-1.6073, 2.8918, 2.0305], [-3.1328, 2.3789, 1.2520], [-0.7296, 3.6858, -1.4963], [0.4438, 2.3616, -1.7756], [0.5844, 3.3852, -0.3178], [1.1365, -4.4977, 0.1496], [0.3816, -3.4956, -1.1232], [-0.5698, -4.0020, 0.3098], [1.7563, -3.8505, 2.4655], [0.1129, -3.2764, 2.8639], [1.5310, -2.2683, 3.2728], [3.1453, -3.1379, 0.2733], [3.3380, -1.4841, 0.9332], [2.7469, -1.7127, -0.7391], [3.4464, 0.3704, -4.4998], [2.1525, -0.1062, -4.7529], [1.8294, -0.6394, -6.0089], [2.7825, -0.6709, -7.0254], [4.0658, -0.1669, -6.8019], [4.4076, 0.3631, -5.5426], [3.7837, 0.9778, -2.6845], [2.4210, 0.7158, -2.0068], [1.4183, -0.0668, -3.9519], [0.8233, -1.0241, -6.1617], [2.5141, -1.0920, -7.9988], [4.8027, -0.1861, -7.6008], [5.4073, 0.7568, -5.3690], [-3.4076, -2.4212, 1.3848], [-3.8183, -1.2390, 2.1196], [-5.1339, -0.9182, 2.3893], [-5.1258, 0.1781, 3.1919], [-3.7996, 0.5170, 3.3940], [-3.3701, 1.5862, 4.2799], [-2.9815, -0.3324, 2.6997], [-1.1196, -0.3406, 2.6988], [-2.3195, -2.5317, 1.4585], [-3.7019, -2.3355, 0.3323], [-3.8952, -3.3049, 1.8178], [-5.9469, -1.5129, 2.0106], [-5.9226, 0.7240, 3.6597], [-3.7294, 2.5592, 3.9167], [-3.7779, 1.4140, 5.2854], [-2.2774, 1.5869, 4.3240]], "lowdin_charge": [-0.109, 0.685, 0.773, 0.744, 0.045, -0.202, -0.093, 0.049, -0.268, -0.238, -0.235, -0.237, -0.235, -0.234, -0.238, -0.249, -0.239, 0.052, 0.050, 0.079, 0.019, 0.006, 0.074, 0.034, 0.034, 0.073, 0.033, 0.045, 0.073, 0.061, 0.051, 0.076, 0.018, 0.052, 0.069, 0.029, 0.031, 0.071, 0.052, 0.057, 0.071, 0.048, 0.026, 0.069, 0.030, 0.026, -0.492, -0.102, -0.010, 0.022, 0.007, -0.035, 1.130, -0.099, 0.072, 0.130, 0.146, 0.138, 0.129, -0.016, -0.113, 0.002, 0.008, -0.117, -0.012, -0.581, 0.831, 0.043, 0.102, 0.121, 0.145, 0.145, 0.109, 0.119, 0.054], "de_lowest_ev": 0.000, "total_energy_ev": -222683.9518, "s2": 6.05, "total_charge": 3, "homo_lumo_gap_ev": [6.59, 4.08], "mol_weight_g_mol": 647.4, "multiplicity": 5, "lumo_energy_ev": [-8.4, -11.8], "max_force_ev_per_a": 3.01}